Molecular formula: C15H23NOTc
Method: DFT, wB97M-V/def2-TZVPD

```
41
Properties=species:S:1:pos:R:3:forces:R:3:mulliken_spin:R:1
Tc -0.423 -0.945 0.621 0.1 -0.8 0.2 2.14
C -3.333 -2.970 1.452 0.3 0.1 -0.1 0.03
C -1.868 -2.735 1.458 -0.5 0.1 0.1 0.01
C -1.058 -3.090 0.339 -0.1 -0.1 -0.1 -0.08
C 0.363 -3.204 0.448 0.3 0.0 -0.5 -0.02
C 1.164 -3.952 -0.545 -0.1 0.2 0.2 0.02
C 0.965 -2.488 1.516 0.2 -0.2 0.1 -0.07
C 0.209 -1.972 2.597 0.1 0.5 0.3 -0.04
C 0.860 -1.371 3.797 -0.1 -0.1 -0.2 0.00
C -1.215 -2.021 2.484 0.0 0.0 0.2 -0.09
H -3.801 -2.612 0.529 0.0 -0.1 0.0 0.00
H -3.837 -2.554 2.320 0.0 0.0 0.0 0.00
H -3.460 -4.063 1.444 -0.1 0.0 0.0 0.00
H -1.546 -3.478 -0.552 0.0 0.0 -0.1 -0.02
H 0.678 -4.053 -1.514 0.0 0.0 0.0 0.00
H 1.227 -4.966 -0.106 0.1 0.0 -0.1 -0.01
H 2.187 -3.588 -0.637 0.0 0.0 0.0 0.00
H 2.048 -2.411 1.554 0.0 0.0 0.0 0.00
H 0.302 -0.529 4.207 0.0 0.0 0.0 0.00
H 1.901 -1.104 3.623 0.0 0.0 0.0 0.00
H 0.837 -2.165 4.559 0.1 0.0 0.1 0.00
H -1.814 -1.573 3.272 0.0 0.1 0.0 -0.02
O 0.222 0.481 -0.618 0.1 0.8 -0.1 0.08
C 0.860 1.400 -1.244 -0.4 -0.8 0.4 0.02
C 1.876 2.264 -0.679 0.2 0.3 -0.2 0.05
C 1.204 3.735 -0.619 -0.2 0.0 0.2 0.02
C 0.667 4.407 -1.867 0.5 0.5 0.0 0.04
C -0.522 3.940 -2.635 -0.8 1.1 0.1 0.21
C -0.800 2.347 -2.744 0.3 -0.8 -0.3 0.14
N 0.455 1.722 -2.511 -0.1 0.3 -0.2 0.27
H 2.762 2.298 -1.326 -0.1 0.1 0.0 0.00
H 2.175 1.971 0.322 0.0 0.0 0.0 0.00
H 2.020 4.357 -0.251 0.0 0.0 0.1 0.01
H 0.439 3.681 0.159 0.0 0.0 0.0 0.00
H 1.488 4.755 -2.518 0.0 -0.4 -0.1 0.03
H 0.337 5.451 -1.586 -0.1 -0.3 0.1 0.10
H -0.561 4.489 -3.581 0.1 -0.3 -0.2 0.00
H -1.533 4.205 -2.209 0.3 -0.3 0.1 0.10
H -1.113 2.255 -3.799 0.1 0.1 0.0 0.07
H -1.578 1.956 -2.100 0.0 0.1 0.1 -0.01
H 1.217 2.127 -3.057 0.0 0.0 -0.2 -0.01
```
Positions in Å, forces in eV/Å.

Calculated values
Max |F| ... 0.0267 Eh/bohr
Spin multiplicity ... 4
HOMO level (spin up / spin down) ... -23.924 / -24.129 eV
Net charge ... +4
Kohn-Sham gap (spin up / spin down) ... 0.279 / 0.243 Ha